DFT (ωB97M-V with the def2-TZVPD basis set) results for a molecular structure, C43H36Cl3N3O3P2PtS.

Values from the calculation:
- gap between HOMO and LUMO (eV) = 7.5
- energy (Ha) = -4630.50835
- ΔE to the lowest compared entry with this formula, charge and spin (kcal per mole) = 0.00
- HOMO level (eV) = -13.49
- charge = +2

Each line ends with the Löwdin charge.
Element x y z (Å)
Pt  -1.02489  -0.11480  0.53573  0.94
C  1.35070  3.27242  0.40209  -0.11
N  1.74131  1.84076  0.17685  -0.35
P  0.97867  0.67200  1.26801  0.89
C  2.19552  -0.63653  1.47597  -0.35
C  3.53228  -0.54135  1.10307  -0.09
C  4.39457  -1.59128  1.37788  -0.06
C  3.92913  -2.72672  2.03071  -0.05
C  2.59977  -2.81312  2.42160  -0.04
C  1.73178  -1.76820  2.14908  -0.09
C  0.93341  1.48652  2.86265  -0.35
C  -0.14601  1.27451  3.71701  -0.09
C  -0.10487  1.77557  5.01198  -0.05
C  1.00406  2.48055  5.45082  -0.04
C  2.09786  2.66606  4.60947  -0.04
C  2.07114  2.15529  3.32490  -0.09
P  1.70024  1.47275  -1.44767  0.92
C  2.81672  2.53712  -2.32573  -0.34
C  2.77556  2.50256  -3.72483  -0.09
C  3.70217  3.22629  -4.45371  -0.04
C  4.68027  3.96354  -3.79607  -0.03
C  4.74387  3.97120  -2.40978  -0.04
C  3.81742  3.25293  -1.66958  -0.07
C  2.21418  -0.19398  -1.82736  -0.26
C  3.53336  -0.34541  -2.28941  -0.06
C  4.06139  -1.60762  -2.49842  -0.04
C  3.29187  -2.73417  -2.25049  -0.03
C  1.98531  -2.60103  -1.80080  -0.03
C  1.45118  -1.34550  -1.59538  -0.11
H  1.72651  3.60984  1.35937  0.08
H  0.27033  3.40344  0.36655  0.07
H  1.76981  3.90055  -0.37821  0.06
H  3.90471  0.34750  0.60689  0.10
H  5.43611  -1.51998  1.09022  0.12
H  4.60927  -3.54140  2.24488  0.12
H  2.23882  -3.69089  2.94088  0.12
H  0.69255  -1.84030  2.45211  0.09
H  -0.99623  0.68265  3.40054  0.09
H  -0.93786  1.60076  5.68071  0.12
H  1.03000  2.87071  6.46052  0.12
H  2.97443  3.19147  4.96486  0.12
H  2.94122  2.26100  2.68543  0.11
H  2.03517  1.90442  -4.24389  0.12
H  3.67018  3.20877  -5.53551  0.12
H  5.40566  4.52493  -4.37032  0.12
H  5.51864  4.53170  -1.90374  0.12
H  3.88170  3.24401  -0.58876  0.11
H  4.15412  0.51770  -2.47702  0.11
H  5.07786  -1.70777  -2.85515  0.12
H  3.70784  -3.72042  -2.41150  0.12
H  1.37898  -3.47644  -1.60653  0.13
H  0.42945  -1.28090  -1.25640  0.00
C  -6.12154  -6.79464  0.26539  -0.03
C  -5.21482  -5.64288  0.59570  -0.24
C  -5.08533  -5.18490  1.90349  -0.01
C  -4.24785  -4.12514  2.21163  -0.03
C  -3.53028  -3.52546  1.18493  -0.31
C  -3.63652  -3.96346  -0.13579  -0.05
C  -4.47816  -5.01773  -0.41659  -0.02
S  -2.51144  -2.18267  1.55178  0.61
O  -2.47486  -1.94340  2.96627  -0.27
O  -1.20706  -2.43141  0.87771  -0.41
N  -3.02986  -0.87736  0.71127  -0.19
C  -3.35708  0.31909  1.39294  -0.39
C  -4.46767  0.65983  2.14082  0.03
C  -4.53550  1.95031  2.63095  -0.01
C  -3.50972  2.86164  2.37823  -0.02
C  -2.40895  2.45835  1.66475  -0.09
N  -2.35568  1.20026  1.18982  -0.08
H  -6.67781  -7.12976  1.13837  0.08
H  -5.54220  -7.63814  -0.11476  0.09
H  -6.83473  -6.51471  -0.51125  0.09
H  -5.64802  -5.66574  2.69428  0.12
H  -4.14040  -3.77124  3.22906  0.12
H  -3.06569  -3.48384  -0.92095  0.11
H  -4.57123  -5.37041  -1.43694  0.13
H  -5.24659  -0.07244  2.30302  0.14
H  -5.39590  2.26087  3.20876  0.13
H  -3.56489  3.87863  2.74029  0.12
H  -1.58024  3.11424  1.45567  0.11
Cl  -2.53600  2.22839  -6.92763  0.76
C  -1.78783  2.09875  -5.38706  -0.65
C  -1.89546  0.91824  -4.67302  -0.10
C  -1.27349  0.81382  -3.43986  -0.54
Cl  -1.60282  -0.58196  -2.47373  0.80
C  -0.50484  1.85945  -2.94874  -0.34
O  0.13147  1.75660  -1.71888  -0.22
C  -0.51512  3.07956  -3.62405  -0.57
Cl  0.17528  4.47170  -2.87392  0.81
C  -1.13028  3.19863  -4.85385  -0.10
H  -2.48102  0.09280  -5.05453  0.12
H  -1.11713  4.14437  -5.37815  0.12